[1]
{
  "formula": "C3H10N2O",
  "method": "wB97M-V/def2-TZVPD",
  "energy_ev": -8299.651,
  "multiplicity": 1,
  "gap_ha": 0.3448,
  "homo_energy_ev": -8.44,
  "smiles": "C=CN.NCO",
  "relative_energy_kcal_mol": 42.7,
  "elements": ["C", "C", "N", "H", "H", "H", "H", "H", "N", "C", "O", "H", "H", "H", "H", "H"],
  "positions_angstrom": [[1.372393, 1.352368, -1.413800], [1.892849, 0.653397, -0.392149], [1.725081, -0.700250, -0.120778], [1.731417, 2.366851, -1.516361], [0.496442, 0.973080, -1.925241], [2.637437, 1.103844, 0.256933], [2.602945, -1.209709, -0.114909], [1.185308, -1.250995, -0.779994], [-1.900244, 0.721548, 0.404180], [-1.981174, -0.522596, 1.091688], [-1.159361, -1.504333, 0.423093], [-0.969654, 1.114872, 0.542415], [-1.885978, 0.556870, -0.603288], [-1.632185, -0.405333, 2.124256], [-2.988862, -0.935486, 1.091932], [-1.126415, -2.314127, 0.932023]],
  "forces_ev_per_angstrom": [[-0.1538, -0.0520, 1.4751], [0.6884, -0.1881, -1.1769], [0.0695, -1.0831, 0.0124], [-0.4918, 0.1179, -0.1738], [0.3269, 0.0472, -0.5546], [0.0627, 0.0663, -0.1290], [0.1985, 0.4639, 0.5859], [-0.5929, 0.6773, 0.0278], [0.6230, 0.2086, -0.3995], [0.3644, -0.7917, -0.0756], [0.0669, 0.3143, -0.2354], [-0.1597, 0.0289, 0.3005], [-0.5365, -0.1253, 0.1851], [-0.1245, 0.1337, -0.1148], [-0.2855, 0.3569, 0.0441], [-0.0553, -0.1747, 0.2287]]
}

[2]
{
  "formula": "C32H29Sn",
  "method": "wB97M-V/def2-TZVPD",
  "total_charge": -1,
  "energy_ev": -39483.305,
  "multiplicity": 1,
  "gap_ha": 0.1654,
  "homo_energy_ev": -1.89,
  "elements": ["C", "C", "C", "C", "C", "C", "C", "C", "C", "C", "C", "C", "C", "C", "H", "H", "H", "H", "H", "H", "H", "H", "H", "H", "H", "H", "H", "H", "Sn", "C", "C", "C", "C", "C", "C", "C", "C", "C", "C", "C", "C", "C", "C", "C", "C", "C", "C", "H", "H", "H", "H", "H", "H", "H", "H", "H", "H", "H", "H", "H", "H", "H"],
  "positions_angstrom": [[-4.811580, -0.216494, 1.880920], [-3.422175, 0.225442, 2.188199], [-3.184796, 1.386256, 2.920469], [-1.903867, 1.803852, 3.189389], [-0.787458, 1.066433, 2.745862], [0.527202, 1.503766, 3.046223], [1.758039, 0.903968, 2.679614], [2.972238, 1.503922, 3.074403], [4.179046, 0.926166, 2.760907], [4.231928, -0.254719, 2.037770], [3.054758, -0.856461, 1.623688], [1.848823, -0.287507, 1.934109], [-1.056019, -0.102814, 2.015982], [-2.331119, -0.516922, 1.749454], [-4.813166, -1.130105, 1.281768], [-5.365958, -0.416007, 2.799670], [-5.354805, 0.544387, 1.316931], [-4.024553, 1.960137, 3.272523], [-1.742319, 2.712256, 3.739843], [0.601405, 2.395189, 3.642778], [2.940930, 2.423922, 3.633950], [5.094549, 1.397554, 3.079397], [5.184607, -0.701755, 1.794955], [3.086450, -1.768575, 1.050388], [0.802199, -0.758785, 1.601454], [-0.096220, -0.694020, 1.631551], [-2.494814, -1.417875, 1.183579], [0.641253, -0.044643, 5.050029], [0.788630, -1.154041, 6.317161], [2.559662, -0.717001, 7.338744], [2.636766, -1.004171, 8.682141], [3.814245, -0.754351, 9.364468], [4.898531, -0.224943, 8.692154], [4.813126, 0.052693, 7.340739], [3.635794, -0.197076, 6.658805], [-0.885611, -0.916644, 7.547026], [-1.351753, -1.997940, 8.258511], [-2.434821, -1.839086, 9.104969], [-3.033537, -0.600595, 9.230595], [-2.553393, 0.481080, 8.516812], [-1.470829, 0.321478, 7.670548], [0.843754, -3.065120, 5.473686], [1.932406, -3.873385, 5.705325], [1.951730, -5.153665, 5.181640], [0.880982, -5.607207, 4.435598], [-0.208565, -4.787506, 4.209785], [-0.226654, -3.506632, 4.732156], [1.779494, -1.419102, 9.189319], [3.884013, -0.973650, 10.417188], [5.815635, -0.026997, 9.222272], [5.659731, 0.462318, 6.816089], [3.547431, 0.013893, 5.604221], [-0.870167, -2.957117, 8.148338], [-2.808616, -2.680200, 9.665268], [-3.878101, -0.474964, 9.887970], [-3.016643, 1.448047, 8.618278], [-1.078011, 1.153232, 7.106478], [2.755069, -3.501770, 6.296225], [2.798231, -5.795582, 5.360826], [0.893562, -6.605131, 4.029209], [-1.046241, -5.143866, 3.634201], [-1.068731, -2.851167, 4.571348]],
  "forces_ev_per_angstrom": [[-0.3203, -0.0948, -0.0393], [-0.0425, -0.3997, -0.2062], [0.3044, -0.1431, -0.1222], [-0.4048, -0.1781, -0.0431], [1.0352, 0.2393, 0.1588], [0.1068, -0.0853, -0.1436], [-1.1609, 0.5358, 0.2331], [0.4093, -0.2111, 0.0085], [-0.1565, 0.2194, 0.1353], [0.6178, -0.4963, -0.2655], [0.2092, 0.0657, 0.0084], [-1.7969, -1.2364, -0.7781], [1.7106, -1.3806, -0.8427], [-0.5113, 0.3828, 0.1432], [-0.0068, 0.0136, 0.0408], [-0.2084, -0.0411, 0.0125], [-0.1520, 0.0289, -0.0142], [-0.2728, 0.2401, 0.1211], [0.0972, 0.3152, 0.2230], [0.0289, 0.3942, 0.1994], [-0.0329, 0.2422, 0.1480], [0.2457, 0.1344, 0.0758], [0.1440, -0.0576, -0.0269], [0.0294, -0.2352, -0.1212], [6.7097, 0.5899, 0.5183], [-6.4605, 1.4314, 0.9335], [-0.0921, -0.2970, -0.1950], [-0.0357, 0.2111, -0.1073], [-0.0931, 0.9428, -1.2865], [-0.7434, -0.4510, -0.1456], [0.3815, 0.0413, 0.4088], [-0.0948, -0.0902, 0.2883], [0.1706, 0.0473, 0.0586], [0.0985, 0.0732, -0.1568], [0.4204, 0.1794, -0.1142], [0.7742, -0.3452, -0.2626], [-0.4169, -0.0927, 0.3625], [-0.0361, -0.2784, 0.1060], [-0.1434, 0.0361, 0.1114], [0.0193, 0.2264, -0.0639], [-0.3245, 0.3081, 0.1919], [0.0664, 0.5402, 0.6802], [0.1501, -0.4557, -0.0838], [0.2378, -0.0862, 0.0567], [0.0174, -0.1735, -0.0570], [-0.2234, 0.0757, -0.0917], [-0.2502, -0.3579, -0.2299], [-0.1092, -0.0596, 0.2301], [0.0498, -0.0316, 0.2309], [0.1785, 0.0307, 0.1147], [0.1955, 0.0918, -0.0977], [0.1132, 0.1129, -0.2417], [-0.0128, -0.2531, 0.0358], [-0.1120, -0.1606, 0.1317], [-0.1644, 0.0101, 0.1292], [-0.1395, 0.1895, 0.0340], [-0.0562, 0.2022, -0.0943], [0.2273, -0.0377, 0.0887], [0.1763, -0.1622, 0.0018], [0.0092, -0.1969, -0.0799], [-0.1549, -0.0972, -0.1544], [-0.2047, 0.0339, -0.1558]]
}

[3]
{
  "formula": "C35H26N3RuS2",
  "method": "wB97M-V/def2-TZVPD",
  "total_charge": 1,
  "energy_ev": -65432.374,
  "multiplicity": 5,
  "gap_ha": [0.2657, 0.2367],
  "homo_energy_ev": [-10.26, -10.69],
  "relative_energy_kcal_mol": 49.3,
  "elements": ["Ru", "S", "C", "C", "C", "C", "C", "C", "N", "C", "C", "C", "C", "C", "C", "C", "H", "H", "H", "H", "H", "H", "H", "H", "C", "C", "C", "C", "C", "C", "C", "C", "C", "S", "C", "N", "H", "H", "H", "H", "H", "H", "H", "H", "C", "C", "C", "C", "C", "C", "N", "C", "C", "C", "C", "C", "C", "H", "H", "H", "H", "H", "H", "H", "H", "H", "H"],
  "positions_angstrom": [[0.659348, 0.817832, 0.109419], [5.000030, 0.062686, 1.131881], [4.998824, 0.131315, -0.606668], [6.064759, -0.025381, -1.482634], [5.821600, 0.113140, -2.834788], [4.537828, 0.403580, -3.304996], [3.480081, 0.555691, -2.433131], [3.707501, 0.418305, -1.067106], [2.772534, 0.541435, -0.054371], [3.309783, 0.397716, 1.137974], [2.508057, 0.695616, 2.303444], [2.973266, 0.658628, 3.615110], [2.187994, 1.180615, 4.626355], [0.968028, 1.774801, 4.324603], [0.491861, 1.786906, 3.020274], [1.223083, 1.195307, 2.001128], [7.059245, -0.236378, -1.112730], [6.636069, 0.006788, -3.537959], [4.371493, 0.513059, -4.368204], [2.488028, 0.797204, -2.785082], [3.952912, 0.250633, 3.835458], [2.544243, 1.164300, 5.647735], [0.377996, 2.233218, 5.107465], [-0.444244, 2.273681, 2.799250], [1.219835, -3.137493, -1.261329], [-0.170499, -2.666145, -0.980392], [-1.306637, -3.444492, -1.212652], [-2.568662, -2.927086, -1.009524], [-2.729529, -1.606812, -0.545648], [-4.011532, -0.993357, -0.366674], [-4.347752, 0.366812, -0.228060], [-3.549581, 1.480219, -0.301092], [-2.068395, 1.392361, -0.478675], [-1.031396, 2.830795, 0.049016], [-1.525585, -0.961929, -0.257635], [-0.310919, -1.428927, -0.490356], [1.253529, -4.217745, -1.381923], [1.885541, -2.839945, -0.450708], [1.594245, -2.673041, -2.176956], [-1.184474, -4.457431, -1.572456], [-3.448516, -3.523974, -1.215692], [-4.853315, -1.674849, -0.411006], [-5.408760, 0.558417, -0.110645], [-3.995200, 2.466373, -0.286837], [-1.047417, 0.632053, -4.630621], [-0.054531, 0.802518, -3.676598], [-0.388174, 1.046370, -2.357458], [-1.718922, 1.108000, -1.951453], [-2.703283, 0.928690, -2.915400], [-2.372543, 0.699975, -4.244938], [-1.504325, 0.307719, 0.390780], [-1.910367, 0.197372, 1.786762], [-1.478827, -0.925797, 2.493729], [-1.804298, -1.086886, 3.828687], [-2.563734, -0.128066, 4.481058], [-2.984566, 0.992853, 3.786304], [-2.663628, 1.161467, 2.446526], [-0.773169, 0.463160, -5.662998], [0.980782, 0.772745, -3.987789], [0.445498, 1.298620, -1.670386], [-3.744273, 0.968859, -2.633134], [-3.157876, 0.581314, -4.979710], [-0.868871, -1.673831, 2.004861], [-1.454037, -1.962701, 4.358403], [-2.824639, -0.251665, 5.523870], [-3.568499, 1.754533, 4.286283], [-2.973051, 2.060231, 1.940024]],
  "forces_ev_per_angstrom": [[0.1739, 0.6424, 1.0160], [-0.2171, -0.0081, -0.0360], [-0.2474, 0.0744, 0.0818], [0.1072, -0.0063, -0.0053], [0.0275, -0.0038, 0.0141], [-0.0528, -0.0087, 0.0010], [-0.1177, 0.0274, 0.0653], [0.3290, -0.2072, -0.2505], [-0.4936, -0.0092, 0.2384], [0.5029, -0.0051, -0.1428], [-0.2901, 0.1250, 0.1119], [0.0965, -0.0335, -0.1803], [-0.0149, 0.0410, 0.1330], [0.0507, -0.0436, -0.0699], [-0.0621, 0.0222, 0.0765], [-0.0174, -0.1320, 0.0277], [-0.0071, -0.0094, -0.0219], [0.0017, -0.0136, 0.0128], [0.0134, 0.0143, 0.0030], [0.0477, -0.0125, -0.0015], [-0.0032, 0.0092, 0.0237], [-0.0004, -0.0150, -0.0105], [0.0227, -0.0013, 0.0146], [-0.0566, -0.0320, -0.0143], [-0.0099, 0.0406, 0.0182], [-0.0588, 0.0237, -0.0749], [0.1229, -0.0951, -0.0608], [-0.0843, 0.2697, 0.0516], [0.4106, -0.1892, -0.0447], [-0.2934, 0.1838, 0.0327], [-0.0164, -0.0370, -0.0375], [-0.0036, -0.0683, 0.0317], [0.2179, 0.5401, -0.0086], [0.2298, -0.5475, 0.0135], [-0.2598, -0.2735, 0.0621], [-0.0064, 0.0694, 0.0834], [0.0327, 0.0032, -0.0103], [0.0115, -0.0404, 0.0041], [-0.0140, -0.0242, -0.0129], [-0.0076, 0.0131, 0.0009], [0.0197, -0.0340, -0.0101], [0.0250, -0.0149, 0.0211], [0.0054, -0.0191, 0.0005], [-0.0199, -0.0137, 0.0493], [-0.0230, -0.0133, 0.0014], [0.2232, -0.0387, 0.0409], [-0.1816, -0.0823, -0.1670], [-0.0391, -0.0217, 0.0476], [0.0208, -0.0261, 0.0590], [0.0363, -0.0017, -0.0796], [0.1946, -0.3664, -0.0739], [-0.2245, -0.0345, 0.2914], [0.0117, 0.0542, -0.1662], [0.0178, 0.0392, -0.0095], [-0.0317, 0.0052, 0.0955], [0.0267, 0.0043, -0.0042], [0.1150, -0.0308, -0.1423], [-0.0460, 0.0009, -0.0104], [-0.0404, -0.0077, 0.0022], [-0.1141, 0.2908, -1.0523], [0.0035, 0.0184, -0.0314], [-0.0110, 0.0011, 0.0212], [0.0016, -0.0254, 0.0215], [-0.0105, -0.0048, -0.0044], [0.0116, -0.0059, -0.0116], [-0.0044, -0.0027, -0.0134], [-0.0307, 0.0466, -0.0105]]
}

[4]
{
  "formula": "C2H4N2OS",
  "method": "wB97M-V/def2-TZVPD",
  "energy_ev": -17997.311,
  "multiplicity": 1,
  "gap_ha": 0.3164,
  "homo_energy_ev": -9.45,
  "relative_energy_kcal_mol": 123.3,
  "elements": ["C", "C", "N", "N", "O", "S", "H", "H", "H", "H"],
  "positions_angstrom": [[-0.368876, 0.499601, -0.385553], [-0.686298, -0.874394, 0.340586], [1.851310, -0.262788, 0.091165], [1.020543, 0.692310, -0.035381], [1.330331, 1.906165, 0.066508], [0.654175, -2.008666, -0.099662], [-0.515319, 0.451165, -1.407606], [-0.934353, 1.391687, -0.090545], [-0.692045, -0.436775, 1.444743], [-1.659468, -1.358303, 0.075748]],
  "forces_ev_per_angstrom": [[-1.6879, -2.0830, 1.9515], [-0.9093, 2.1673, 1.2313], [-2.2198, -1.5523, -0.3192], [1.5300, 0.7910, -0.3652], [0.5551, -0.7930, 0.1021], [1.3592, 3.6155, 0.6768], [0.3845, -0.3616, -2.3476], [0.2266, -0.5110, 0.5747], [0.0238, -1.9671, -1.7619], [0.7378, 0.6940, 0.2574]]
}